Record 1
A cluster of 2 separate species, C4H14N2O in total at a distorted geometry, computed with ωB97M-V with the def2-TZVPD basis set.

CARTESIAN COORDINATES (ANGSTROEM)
N: 2.1845 -0.8234 0.9352
C: 1.5993 -1.0212 -0.3862
C: 0.1390 -1.4829 -0.1588
N: -0.7746 -0.4262 0.2343
C: -0.3067 0.8322 0.8060
C: -1.5266 1.6730 1.0748
H: 3.0213 -0.2676 0.8822
H: 2.2211 -1.6182 1.5595
H: 2.0491 -1.6800 -1.1107
H: 1.6076 -0.0117 -0.8581
H: -0.1382 -2.0612 -1.1006
H: 0.1362 -2.2261 0.6603
H: -1.3618 -0.8748 0.9374
H: 0.1306 0.4793 1.7843
H: 0.5124 1.2908 0.2505
H: -2.3157 1.0847 1.5333
H: -1.9147 2.2749 0.2245
H: -1.2555 2.4920 1.7568
H: -2.0511 1.2273 -2.3400
H: -1.0101 0.6826 -1.4502
O: -1.1195 0.9688 -2.3663

Atomic forces in eV per Å
N -0.39 0.11 -0.75
C -0.95 1.42 0.94
C 1.21 -0.64 -1.78
N 1.60 -1.28 1.66
C -0.52 -0.42 -0.19
C -0.02 2.02 0.22
H 0.26 -0.16 0.43
H 0.43 -0.03 -0.33
H 0.54 -0.55 0.10
H -0.05 -0.74 -0.03
H -0.41 0.92 1.08
H -0.30 0.09 -0.27
H -1.09 0.50 -0.53
H 0.07 0.13 -0.46
H -0.34 -0.05 -0.08
H -0.16 0.06 0.01
H 0.26 -0.97 0.07
H -0.03 -0.47 0.18
H 0.05 0.12 -0.54
H 0.19 0.05 -0.40
O -0.36 -0.08 0.64

Properties
- energy relative to the best compared isomer or geometry (same formula, charge and spin) (kJ/mol) = 109.85
- net charge = +1
- total energy (eV) = -9393.43103
- <S²> = 0.755
- orbital gap (alpha / beta) (eV) = 10.974 / 5.698
- spin multiplicity = 2
- largest force on an atom (Eh/bohr) = 0.0512

---

Record 2
A structure of composition C5H10N2Si at a distorted geometry, computed with ωB97M-V with the def2-TZVPD basis set.

CARTESIAN COORDINATES (ANGSTROEM)
C: -2.1242 -2.2482 3.0868
C: -0.8692 -1.7614 2.7838
C: -3.3078 -2.7414 2.3495
C: -1.3832 -2.1213 -1.3829
C: 2.8752 3.5083 -1.5580
N: -0.1650 -1.5223 1.5681
N: -3.6051 -2.8987 1.1064
Si: -1.4322 -2.0666 0.4986
H: -2.3027 -2.2902 4.1556
H: -0.2583 -1.4918 3.6407
H: -4.1000 -3.0417 3.0480
H: -0.3833 -2.3756 -1.7157
H: -2.0883 -2.8478 -1.7734
H: -1.6417 -1.1439 -1.7752
H: 2.1630 4.2639 -1.8641
H: 2.5860 3.1101 -0.5960
H: 3.8589 3.9528 -1.4892
H: 2.8926 2.7066 -2.2842

Atomic forces in eV per Å
C -0.19 -0.06 0.64
C 0.09 0.05 -0.24
C 0.29 0.10 0.65
C 0.33 0.02 0.61
C -0.01 0.02 -0.04
N -4.18 -1.73 -1.32
N 4.83 1.89 -0.50
Si -1.01 -0.40 -0.09
H 0.06 0.04 0.05
H -0.13 -0.05 0.16
H -0.13 -0.03 0.04
H 0.23 0.01 -0.10
H -0.14 -0.08 0.17
H -0.05 0.24 -0.07
H -0.13 0.12 -0.07
H -0.05 -0.08 0.24
H 0.20 0.07 0.03
H 0.00 -0.14 -0.16

Properties
- energy relative to the best compared isomer or geometry (same formula, charge and spin) (kJ/mol) = 444.48
- total energy (eV) = -16201.12859
- orbital gap (eV) = 8.030
- spin multiplicity = 1
- largest force on an atom (Eh/bohr) = 0.1014

---

Record 3
A structure of composition C26H19EuF6N8O6S6 at a distorted geometry, computed with ωB97M-V with the def2-TZVPD basis set.

CARTESIAN COORDINATES (ANGSTROEM)
Eu: -0.6446 -0.1548 0.2183
N: 2.8038 3.7459 4.2014
C: 3.2076 2.4720 3.8491
C: 4.4302 2.1756 3.1772
C: 4.6866 0.9050 2.7533
C: 3.7702 -0.0902 2.9445
C: 2.6411 0.1433 3.6869
C: 2.3789 1.3986 4.1652
S: 3.8940 -1.6820 2.2451
O: 3.4577 -2.5992 3.3075
O: 5.2509 -1.8927 1.7561
N: 2.6868 -1.6250 1.1959
C: 2.8460 -1.2937 -0.1016
N: 1.6935 -1.2200 -0.8546
C: 1.8133 -0.9297 -2.1462
C: 3.0318 -0.6104 -2.7225
C: 4.0926 -0.5679 -1.8426
N: 4.0349 -0.9227 -0.5907
H: 3.1863 4.4509 3.5930
H: 1.8020 3.8709 4.2164
H: 5.0740 3.0248 2.9630
H: 5.5762 0.6567 2.1869
H: 1.9656 -0.6697 3.9388
H: 1.4791 1.6368 4.7353
H: 0.9170 -0.8348 -2.7515
H: 3.1124 -0.2128 -3.7275
H: 5.0507 -0.1382 -2.1814
S: -1.8853 2.1192 4.2467
C: -1.5948 1.3043 2.7907
S: -2.0087 1.9782 1.2967
S: -0.8256 -0.2262 2.8412
C: -3.8606 0.2957 -4.7657
C: -3.9934 1.5186 -4.1279
C: -3.1022 1.9197 -3.1266
C: -2.1476 1.0179 -2.6935
C: -2.0442 -0.2571 -3.2922
C: -2.9316 -0.6103 -4.2940
N: -1.1510 1.2999 -1.7762
N: -0.5856 2.4349 -1.9183
C: 0.5210 2.6346 -1.1384
C: 1.1195 3.8852 -1.2805
C: 2.3142 4.1521 -0.6898
C: 2.9062 3.1614 0.0834
C: 2.1984 1.9554 0.3794
C: 0.9930 1.6435 -0.2519
H: -4.5330 0.0500 -5.6116
H: -4.8231 2.1528 -4.3689
H: -3.1900 2.8518 -2.5780
H: -1.2878 -0.9207 -2.8886
H: -2.8820 -1.5455 -4.8549
H: 0.6769 4.5837 -1.9655
H: 2.8495 5.1073 -0.7796
H: 3.9037 3.3083 0.5183
H: 2.6503 1.2398 1.0264
F: -1.9720 -5.7309 -0.5188
C: -3.1058 -5.1214 -0.7762
F: -3.8439 -5.1282 0.3362
F: -3.7295 -5.9158 -1.6630
S: -2.8885 -3.4020 -1.4552
O: -1.8473 -2.7192 -0.7174
O: -2.6658 -3.8015 -2.8220
N: -4.3099 -2.7980 -1.2377
S: -4.7518 -1.4579 -0.5287
O: -5.5699 -0.5941 -1.3637
O: -3.6320 -0.8509 0.1362
C: -6.1044 -1.9972 0.5989
F: -5.7726 -3.0308 1.3771
F: -7.1397 -2.3872 -0.1780
F: -6.4333 -0.9021 1.2861
N: 0.7774 -3.4209 2.9416
C: -0.2231 -3.8483 2.4972
H: 1.6868 -2.9847 3.0914

Atomic forces in eV per Å
Eu -1.01 -0.96 -0.20
N 0.26 0.84 -0.07
C 0.75 -1.33 -0.67
C -1.30 1.83 0.91
C 0.94 -0.31 -0.94
C 0.02 -0.53 0.35
C -0.75 -0.28 0.82
C -0.51 0.83 0.28
S 0.78 -0.63 0.15
O -0.05 0.26 -0.65
O -1.02 0.12 0.29
N -0.06 -0.41 -0.96
C -0.64 0.18 0.87
N -0.54 -0.11 0.27
C 0.52 0.36 -0.01
C -0.49 0.20 -0.24
C 0.92 0.58 -0.61
N 0.47 0.05 0.17
H 0.21 0.15 -0.01
H -0.12 -0.28 0.13
H 0.24 -0.25 -0.07
H 0.08 0.13 0.01
H 0.04 0.19 -0.22
H 0.02 -0.39 -0.18
H -0.17 -0.15 0.21
H -0.05 -0.28 0.04
H -0.30 -0.35 0.14
S 0.10 -0.15 -0.35
C -0.21 0.95 1.49
S -0.03 0.00 -0.88
S 0.45 -0.85 0.19
C -0.84 0.35 -0.19
C 0.44 0.28 0.50
C -0.64 -0.18 0.07
C 0.68 -1.21 -1.21
C -0.79 0.36 0.47
C 0.47 -0.55 -0.95
N -0.48 -2.20 1.35
N 1.86 2.78 0.22
C -2.99 -0.84 -1.87
C 0.62 1.37 0.06
C 0.42 0.45 0.06
C 0.03 -1.58 1.41
C 0.47 0.44 -1.53
C 1.79 1.05 0.90
H 0.47 0.02 0.73
H -0.19 0.40 -0.27
H -0.07 0.02 -0.29
H -0.08 -0.22 -0.31
H 0.28 -0.03 0.63
H -0.27 0.12 -0.14
H -0.40 -0.39 -0.33
H -0.57 -0.02 0.04
H 0.38 -0.36 0.53
F 1.13 0.17 0.25
C -0.74 -0.42 0.51
F -0.04 0.20 0.19
F -0.37 0.43 -0.21
S -0.44 -0.39 -0.35
O 0.37 -0.13 -0.26
O 0.34 0.89 0.19
N -0.68 -0.15 -0.29
S 0.27 0.89 -1.91
O 0.94 -0.85 0.39
O -0.17 0.22 0.75
C 0.51 -0.30 -0.71
F -0.28 0.65 0.22
F 0.27 0.20 0.75
F -0.31 -0.76 0.38
N -1.49 -0.50 -0.83
C 1.24 0.47 0.71
H 0.31 -0.12 0.09

Properties
- net charge = -2
- total energy (eV) = -152118.44701
- <S²> = 12.041
- orbital gap (alpha / beta) (eV) = 6.219 / 3.685
- spin multiplicity = 7
- largest force on an atom (Eh/bohr) = 0.0704

---

Record 4
A structure of composition C3H2BrCl at a distorted geometry, computed with ωB97M-V with the def2-TZVPD basis set.

CARTESIAN COORDINATES (ANGSTROEM)
C: -0.7408 0.6234 0.6308
C: -0.1469 -0.2779 -0.0204
C: 0.8202 -0.8991 -0.5940
Cl: 1.7567 0.4700 -0.9503
Br: -2.5158 1.0936 0.3091
H: -0.1925 0.9338 1.5544
H: 1.0192 -1.9438 -0.9296

Atomic forces in eV per Å
C -0.75 0.90 2.86
C -0.96 -2.86 -0.05
C -0.35 -0.81 -0.73
Cl 3.43 0.88 -2.17
Br -0.23 0.61 -0.11
H -1.16 0.06 -0.53
H 0.03 1.22 0.72

Properties
- energy relative to the best compared isomer or geometry (same formula, charge and spin) (kJ/mol) = 79.98
- total energy (eV) = -85704.90452
- orbital gap (eV) = 9.184
- spin multiplicity = 1
- largest force on an atom (Eh/bohr) = 0.0807